[1]
C42H77CrN9O2 | ωB97M-V/def2-TZVPD

```
131
Properties=species:S:1:pos:R:3:lowdin_spin:R:1
Cr 21.081 -0.414 -17.322 3.1282
C 17.761 -2.078 -17.555 -0.0034
C 17.801 -0.571 -17.292 -0.0092
C 17.154 -0.317 -15.928 0.0015
O 19.128 -0.136 -17.404 -0.0907
H 18.170 -2.371 -18.519 0.0002
H 16.697 -2.329 -17.589 0.0008
H 18.224 -2.631 -16.739 0.0000
H 17.162 -0.116 -18.054 -0.0067
H 16.225 -0.886 -15.859 0.0002
H 16.825 0.705 -15.704 0.0000
H 17.771 -0.475 -15.040 -0.0003
C 20.243 -3.244 -20.444 -0.0003
C 21.325 -2.264 -20.042 -0.0041
C 21.518 -1.077 -20.989 -0.0009
O 21.218 -1.923 -18.678 -0.0449
H 20.282 -4.212 -19.949 0.0001
H 20.319 -3.444 -21.516 -0.0003
H 19.284 -2.764 -20.227 -0.0001
H 22.250 -2.856 -20.068 -0.0039
H 22.450 -0.549 -20.778 0.0002
H 20.753 -0.293 -20.961 0.0000
H 21.524 -1.430 -22.022 0.0003
C 13.607 -2.395 -18.996 0.0000
C 13.354 -1.329 -17.906 0.0000
C 12.970 0.026 -18.578 0.0000
C 12.846 1.129 -17.637 0.0000
N 12.779 2.009 -16.903 0.0000
H 12.650 -2.790 -19.331 0.0000
H 14.107 -3.240 -18.518 0.0000
H 14.238 -2.046 -19.810 0.0000
H 14.174 -1.224 -17.193 0.0000
H 12.512 -1.619 -17.275 0.0000
H 12.041 -0.214 -19.097 0.0000
H 13.675 0.300 -19.363 0.0000
C 18.647 1.851 -22.621 0.0000
C 17.975 0.510 -22.266 0.0000
C 17.710 0.385 -20.766 0.0000
C 16.687 1.282 -20.203 -0.0003
N 15.882 1.840 -19.606 -0.0003
H 19.694 1.934 -22.318 0.0000
H 18.178 2.688 -22.100 0.0000
H 18.586 1.989 -23.699 0.0000
H 18.621 -0.304 -22.600 0.0000
H 17.100 0.396 -22.905 0.0000
H 18.609 0.559 -20.180 0.0000
H 17.295 -0.591 -20.501 -0.0001
C 17.596 -6.009 -17.910 0.0000
C 18.348 -7.262 -17.398 0.0000
C 18.479 -7.386 -15.876 0.0000
C 17.221 -7.379 -15.154 0.0000
N 16.237 -7.398 -14.567 0.0000
H 18.276 -5.159 -17.839 0.0000
H 16.688 -5.747 -17.362 0.0000
H 17.264 -6.191 -18.932 0.0000
H 19.354 -7.134 -17.795 0.0000
H 17.872 -8.198 -17.689 0.0000
H 19.179 -6.640 -15.494 0.0000
H 18.952 -8.368 -15.797 0.0000
C 15.917 -3.839 -14.415 0.0000
C 15.181 -2.708 -13.681 0.0000
C 13.695 -2.766 -14.038 0.0000
C 13.053 -3.984 -13.510 0.0000
N 12.566 -4.933 -13.085 0.0000
H 17.004 -3.909 -14.262 0.0000
H 15.899 -3.770 -15.504 0.0000
H 15.654 -4.810 -13.991 0.0000
H 15.690 -1.810 -14.037 0.0001
H 15.313 -2.760 -12.602 0.0000
H 13.442 -2.794 -15.099 0.0000
H 13.150 -1.930 -13.595 0.0000
C 21.197 4.843 -16.477 0.0001
C 22.173 4.489 -15.359 0.0002
C 21.666 3.409 -14.405 0.0008
C 21.259 2.166 -15.063 0.0057
N 20.855 1.205 -15.542 0.0038
H 20.715 3.931 -16.852 0.0001
H 21.737 5.292 -17.309 0.0000
H 20.315 5.410 -16.176 0.0000
H 22.462 5.406 -14.845 0.0000
H 23.130 4.119 -15.735 0.0000
H 20.852 3.718 -13.746 0.0002
H 22.490 3.125 -13.744 0.0002
C 21.050 -2.541 -12.086 0.0001
C 20.242 -3.678 -12.788 0.0004
C 19.426 -3.244 -13.993 0.0014
C 20.218 -2.543 -15.007 0.0079
N 20.888 -1.918 -15.691 -0.0038
H 21.829 -2.325 -12.836 0.0000
H 21.574 -2.933 -11.222 0.0000
H 20.640 -1.533 -12.053 0.0000
H 19.668 -4.075 -11.950 0.0000
H 20.920 -4.486 -13.064 0.0000
H 18.701 -2.475 -13.707 0.0004
H 18.916 -4.130 -14.371 0.0002
C 16.439 6.199 -17.296 0.0000
C 16.157 4.754 -17.673 0.0000
C 17.181 3.744 -17.137 0.0000
C 17.810 3.851 -15.799 0.0000
N 18.324 3.835 -14.770 0.0000
H 17.213 6.717 -17.863 0.0000
H 16.739 6.300 -16.246 0.0000
H 15.556 6.840 -17.267 0.0000
H 16.114 4.625 -18.751 0.0000
H 15.217 4.462 -17.205 0.0000
H 18.104 3.741 -17.733 0.0000
H 16.809 2.722 -17.226 0.0000
C 24.288 2.013 -20.761 0.0001
C 23.050 2.719 -21.275 0.0005
C 22.029 3.220 -20.255 0.0020
C 21.551 2.185 -19.336 0.0121
N 21.235 1.370 -18.600 0.0001
H 24.100 1.140 -20.138 0.0000
H 24.981 2.680 -20.245 0.0000
H 24.801 1.753 -21.689 0.0000
H 22.606 2.116 -22.072 0.0000
H 23.354 3.593 -21.858 0.0000
H 21.176 3.763 -20.660 0.0004
H 22.577 3.931 -19.629 0.0006
C 18.656 1.660 -9.749 0.0000
C 18.784 2.361 -11.102 0.0000
C 17.870 1.787 -12.181 0.0000
C 17.889 0.338 -12.383 0.0000
N 17.869 -0.803 -12.517 0.0000
H 19.434 2.072 -9.101 0.0000
H 18.858 0.592 -9.802 0.0000
H 17.725 1.900 -9.235 0.0000
H 19.821 2.310 -11.452 0.0000
H 18.640 3.442 -11.094 0.0000
H 18.077 2.205 -13.169 0.0000
H 16.841 1.978 -11.864 0.0000
```

For the total energy, the calculation gives -90721.6327 eV. Its charge is +1. For the HOMO energy (spin up / spin down), the calculation gives -11.464 / -11.612 eV. The calculation puts the lowest unoccupied orbital energy (spin up / spin down) at -0.1627 / -0.1110 Eh. The multiplicity is 4. As for the energy above the lowest of the compared OMol25 structures with the same formula, charge and spin: 0.000 eV.

[2]
C42H77F12N14P2 | ωB97M-V/def2-TZVPD

```
147
Properties=species:S:1:pos:R:3:lowdin_spin:R:1
C 4.090 6.555 -0.794 0.0000
C 3.738 5.343 -1.684 0.0000
N 2.579 4.765 -1.089 0.0001
C 2.571 4.054 0.054 0.0007
C 1.322 3.524 0.184 0.0006
N 0.535 3.936 -0.893 0.0000
C 1.414 4.612 -1.754 0.0008
C -0.899 3.644 -1.091 0.0000
H 4.455 6.134 0.143 0.0000
H 3.295 7.273 -0.595 0.0000
H 4.817 7.221 -1.258 0.0000
H 4.430 4.551 -1.968 0.0000
H 3.414 5.632 -2.684 0.0000
H 3.496 3.954 0.602 0.0000
H 0.945 2.872 0.958 -0.0001
H 1.253 4.987 -2.754 0.0000
H -1.311 3.411 -0.109 0.0000
H -0.986 2.849 -1.832 0.0000
H -1.321 4.586 -1.440 0.0000
C -2.299 -5.367 5.530 0.0000
C -2.163 -4.439 4.361 0.0000
N -0.797 -4.002 4.094 0.0001
C -0.400 -3.439 2.925 0.0002
C 0.947 -3.112 2.981 0.0003
N 1.366 -3.361 4.275 0.0000
C 0.271 -3.852 5.011 0.0002
C 2.727 -3.248 4.832 0.0000
H -3.334 -5.516 5.837 0.0000
H -1.999 -4.782 6.399 0.0000
H -1.866 -6.329 5.257 0.0000
H -2.836 -3.581 4.331 0.0000
H -2.391 -5.050 3.488 0.0000
H -1.092 -3.298 2.108 0.0000
H 1.677 -2.741 2.277 0.0000
H 0.332 -4.373 5.955 0.0000
H 3.261 -4.162 4.576 0.0000
H 2.765 -3.122 5.914 0.0000
H 3.411 -2.486 4.458 0.0000
C -0.784 4.441 7.130 0.0035
C -0.478 2.985 6.705 -0.0053
N 0.674 2.818 5.906 0.0073
C 1.545 3.803 5.347 0.3628
C 2.594 3.121 4.648 0.2703
N 2.161 1.800 4.544 0.0553
C 1.065 1.652 5.396 0.2601
C 2.881 0.755 3.974 0.0053
H -1.502 4.452 7.950 0.0003
H -1.362 4.691 6.240 0.0020
H 0.131 5.027 7.215 0.0003
H -1.376 2.697 6.158 -0.0013
H -0.480 2.305 7.556 -0.0024
H 1.534 4.833 5.672 0.0113
H 3.567 3.490 4.357 0.0079
H 0.624 0.680 5.562 0.0049
H 2.203 0.356 3.220 0.0023
H 3.093 0.000 4.731 0.0024
H 3.755 1.143 3.451 0.0002
C 2.046 0.081 -4.167 0.0000
C 1.650 0.729 -5.562 0.0000
N 0.196 0.643 -5.788 0.0000
C -0.750 1.284 -5.082 0.0000
C -2.018 1.129 -5.573 0.0000
N -1.744 0.603 -6.806 0.0000
C -0.397 0.266 -6.904 0.0000
C -2.731 0.260 -7.817 0.0000
H 1.890 0.712 -3.292 0.0000
H 3.106 -0.159 -4.092 0.0000
H 1.460 -0.816 -3.969 0.0000
H 2.322 0.430 -6.366 0.0000
H 1.831 1.778 -5.331 0.0000
H -0.334 1.730 -4.191 0.0000
H -2.973 1.446 -5.182 0.0000
H 0.106 -0.112 -7.782 0.0000
H -3.610 -0.056 -7.255 0.0000
H -2.484 -0.511 -8.547 0.0000
H -2.971 1.105 -8.463 0.0000
C 5.062 -3.723 -4.331 0.0000
C 5.683 -3.423 -2.901 0.0000
N 5.866 -1.968 -2.632 0.0000
C 6.800 -1.114 -3.296 0.0000
C 6.729 0.131 -2.740 0.0000
N 5.643 0.179 -1.916 0.0000
C 5.104 -1.130 -1.830 0.0000
C 5.253 1.328 -1.016 0.0000
H 4.093 -3.232 -4.413 0.0000
H 4.995 -4.791 -4.541 0.0000
H 5.694 -3.206 -5.053 0.0000
H 6.656 -3.892 -2.755 0.0000
H 5.001 -3.832 -2.155 0.0000
H 7.362 -1.490 -4.139 0.0000
H 7.259 1.045 -2.966 0.0000
H 4.380 -1.539 -1.141 0.0000
H 5.489 2.352 -1.304 0.0000
H 5.815 1.264 -0.084 0.0000
H 4.241 1.191 -0.633 0.0000
C -1.476 1.593 3.264 0.0051
C -2.368 1.246 2.084 0.0012
N -3.597 0.641 2.515 0.0002
C -4.880 1.186 2.458 0.0001
C -5.762 0.338 3.046 0.0000
N -5.050 -0.742 3.545 0.0002
C -3.726 -0.580 3.183 0.0000
C -5.644 -1.953 4.175 0.0000
H -1.931 2.286 3.971 0.0000
H -0.685 2.160 2.774 0.0003
H -1.121 0.854 3.982 0.0023
H -1.917 0.437 1.509 0.0000
H -2.537 2.128 1.467 0.0002
H -5.143 2.128 2.001 0.0000
H -6.839 0.405 3.084 0.0000
H -2.988 -1.356 3.325 0.0000
H -6.637 -2.150 3.771 0.0000
H -5.665 -1.803 5.254 0.0000
H -5.123 -2.867 3.891 0.0000
C -3.852 0.550 -1.512 0.0000
C -4.633 0.331 -2.840 0.0000
N -4.085 -0.634 -3.721 0.0000
C -4.761 -1.318 -4.742 0.0000
C -3.975 -2.332 -5.251 0.0000
N -2.828 -2.357 -4.535 0.0000
C -2.938 -1.424 -3.536 0.0000
C -1.778 -3.330 -4.600 0.0000
H -2.781 0.712 -1.633 0.0000
H -3.995 -0.260 -0.797 0.0000
H -4.369 1.446 -1.170 0.0000
H -4.852 1.258 -3.371 0.0000
H -5.683 0.096 -2.663 0.0000
H -5.783 -1.048 -4.962 0.0000
H -4.246 -3.082 -5.978 0.0000
H -2.152 -1.191 -2.834 0.0000
H -0.956 -2.921 -5.188 0.0000
H -2.042 -4.287 -5.050 0.0000
H -1.302 -3.480 -3.632 0.0000
P -3.332 -3.956 -0.096 0.0000
F -2.425 -5.034 0.750 0.0000
F -3.027 -4.602 -1.553 0.0000
F -4.686 -4.819 0.089 0.0000
F -4.215 -2.907 -0.917 0.0000
F -3.646 -3.221 1.401 0.0000
F -2.052 -3.001 -0.154 0.0000
P 0.912 -0.363 -0.200 0.0000
F -0.577 0.131 -0.621 0.0000
F 1.555 0.940 -0.911 0.0000
F 0.771 0.456 1.211 0.0001
F 2.372 -0.753 0.408 0.0000
F 0.413 -1.765 0.519 0.0000
F 1.054 -1.166 -1.567 0.0000
```

For the total energy, the calculation gives -116795.1859 eV. Its charge is +6. For the HOMO energy (spin up / spin down), the calculation gives -20.821 / -20.821 eV. The calculation puts the lowest unoccupied orbital energy (spin up / spin down) at -0.5589 / -0.7077 Eh. The multiplicity is 2. As for the energy above the lowest of the compared OMol25 structures with the same formula, charge and spin: 0.000 eV.